DFT (ωB97M-V/def2-TZVPD) results for a structure of composition C48H47AsBrCl2N6O3PRbS in a non-equilibrium geometry.

Geometry as ORCA input:
```
! wB97M-V def2-TZVPD RIJCOSX def2/J DEFGRID3
* xyz -1 1
Rb 0.022 0.278 -0.052
C -2.994 6.844 2.763
C -2.002 5.925 2.107
C -1.259 6.324 0.994
C -0.352 5.493 0.369
C -0.125 4.158 0.799
N 0.609 3.243 0.128
C 1.652 3.742 -0.619
C 2.674 4.527 -0.042
C 3.766 4.969 -0.754
C 3.930 4.667 -2.107
C 5.162 5.086 -2.856
C 2.930 3.922 -2.706
C 1.821 3.481 -1.990
N 0.797 2.810 -2.723
C 0.013 3.354 -3.675
C -0.798 2.354 -4.161
C -0.428 1.221 -3.419
N 0.543 1.503 -2.560
C -0.831 3.814 1.981
C -1.745 4.650 2.594
N -0.571 2.549 2.592
C 0.566 2.190 3.219
C 0.346 0.961 3.796
C -0.989 0.664 3.471
N -1.536 1.626 2.743
H -3.203 7.702 2.122
H -2.636 7.235 3.720
H -3.947 6.344 2.956
H -1.416 7.319 0.587
H 0.166 5.843 -0.516
H 2.580 4.779 1.009
H 4.525 5.555 -0.245
H 5.493 6.085 -2.566
H 4.988 5.097 -3.935
H 5.998 4.407 -2.662
H 2.979 3.679 -3.763
H 0.089 4.405 -3.897
H -1.573 2.440 -4.901
H -0.826 0.218 -3.429
H -2.255 4.278 3.476
H 1.428 2.834 3.173
H 1.050 0.372 4.358
H -1.570 -0.215 3.704
O 4.304 -1.509 5.278
C 3.495 -1.418 4.191
C 3.784 -0.592 3.109
C 2.899 -0.577 2.051
N 1.780 -1.307 2.017
C 1.538 -2.070 3.055
Br -0.079 -3.075 2.997
C 2.341 -2.186 4.178
H 5.060 -0.922 5.158
H 4.680 0.015 3.078
H 3.100 0.031 1.176
H 2.088 -2.833 5.003
O -1.208 -3.301 -2.334
C -1.878 -2.408 -1.797
O -1.499 -1.284 -1.375
C -3.371 -2.638 -1.545
C -4.011 -3.653 -2.246
C -5.367 -3.890 -2.087
C -6.088 -3.110 -1.197
C -5.452 -2.108 -0.479
C -4.091 -1.846 -0.635
P -3.256 -0.536 0.389
C -3.463 0.971 -0.647
C -3.892 0.931 -1.971
C -4.014 2.101 -2.704
C -3.697 3.326 -2.131
C -3.258 3.375 -0.817
C -3.150 2.203 -0.079
C -4.563 -0.250 1.653
C -4.518 -1.080 2.774
C -5.433 -0.948 3.806
C -6.406 0.041 3.746
C -6.455 0.883 2.645
C -5.545 0.735 1.607
H -3.397 -4.244 -2.915
H -5.857 -4.677 -2.649
H -7.149 -3.281 -1.056
H -6.034 -1.521 0.220
H -4.121 -0.021 -2.435
H -4.349 2.053 -3.734
H -3.776 4.236 -2.714
H -2.980 4.315 -0.353
H -2.821 2.250 0.951
H -3.746 -1.841 2.840
H -5.375 -1.610 4.661
H -7.115 0.158 4.557
H -7.205 1.662 2.590
H -5.601 1.400 0.754
Cl 2.431 -4.473 -0.079
C 1.323 -3.248 -0.726
Cl 2.190 -1.751 -1.118
H 0.596 -3.007 0.041
H 0.830 -3.607 -1.621
C 5.524 -1.538 -2.700
As 4.911 0.290 -2.689
C 3.360 0.309 -3.841
C 6.200 1.270 -3.740
S 4.696 1.087 -0.781
H 5.550 -1.929 -3.717
H 4.828 -2.110 -2.091
H 6.517 -1.576 -2.255
H 3.582 -0.335 -4.693
H 3.208 1.333 -4.179
H 2.450 -0.015 -3.342
H 6.243 0.880 -4.756
H 7.175 1.196 -3.262
H 5.882 2.311 -3.746
*
```

Output
Molecular weight   1130.18 g mol⁻¹
HOMO   -3.894 eV
Energy above the lowest of the compared OMol25 structures with the same formula, charge and spin   6.14 kcal/mol
F_max   0.020 hartree/bohr
Kohn-Sham gap   5.77 eV
Electronic energy   -8905.52750 hartree